1.
{
  "formula": "C8H16N2O5",
  "method": "ωB97M-V/def2-TZVPD",
  "multiplicity": 3,
  "charge": 0,
  "symbols": ["C", "C", "C", "C", "C", "C", "C", "C", "N", "N", "O", "O", "O", "O", "O", "H", "H", "H", "H", "H", "H", "H", "H", "H", "H", "H", "H", "H", "H", "H", "H"],
  "coordinates": [[0.423, -0.978, -0.252], [-0.655, -0.038, -0.709], [-0.511, 1.442, -0.633], [-1.444, 0.704, 0.362], [2.666, -0.315, 0.009], [-1.017, 0.711, 1.760], [-2.880, 0.964, 0.102], [-0.061, -2.139, 0.669], [3.170, 1.949, 0.430], [3.447, 0.762, -0.039], [1.376, -0.227, 0.453], [-1.399, -0.694, -1.769], [-1.106, 2.208, -1.672], [3.036, -1.376, -0.825], [0.276, -3.437, 0.193], [0.925, -1.428, -1.127], [0.075, 0.442, 1.842], [-1.689, 0.191, 2.399], [-1.072, 1.830, 1.991], [-3.360, 1.441, 1.018], [-3.412, -0.089, -0.048], [-2.893, 1.582, -0.846], [-1.175, -2.189, 1.009], [0.502, -1.982, 1.622], [0.367, 1.845, -0.116], [2.176, 1.995, 0.583], [4.249, 0.760, -0.601], [-2.056, 0.041, -2.079], [-0.867, 1.781, -2.568], [2.845, -2.182, -0.379], [0.064, -3.574, -0.781]],
  "mulliken_charge": [-0.5724, 0.6525, -0.6139, 1.8657, -0.0257, -1.8874, -1.6484, -0.6162, -1.0696, 0.4727, -0.1949, -0.6747, -0.5939, -0.4959, -0.5993, 1.1337, 0.3459, 0.4016, 0.4322, 0.3884, 0.2073, 0.3471, 0.1983, 0.2799, -0.0633, 0.4356, 0.2756, 0.5086, 0.3977, 0.3559, 0.3570]
}


2.
{
  "formula": "C8H16N2Si",
  "method": "ωB97M-V/def2-TZVPD",
  "smiles": "CC1=N[C@H](C[Si](C)(C)C)C=N1",
  "charge": 0,
  "symbols": ["C", "C", "N", "C", "C", "Si", "C", "C", "C", "C", "N", "H", "H", "H", "H", "H", "H", "H", "H", "H", "H", "H", "H", "H", "H", "H", "H"],
  "coordinates": [[2.327, -2.957, 2.248], [1.127, -2.834, 1.472], [1.039, -2.048, 0.445], [-0.368, -2.057, 0.116], [-0.726, -0.561, 0.409], [-0.212, 0.925, -0.840], [-0.221, 2.637, 0.099], [1.651, 0.580, -1.410], [-1.681, 1.460, -1.842], [-1.046, -2.772, 1.155], [-0.149, -3.262, 1.966], [2.333, -1.980, 2.545], [1.983, -3.666, 2.971], [3.291, -3.156, 1.753], [-0.400, -2.314, -1.016], [-1.866, -0.491, 0.285], [-0.549, -0.480, 1.453], [0.583, 2.493, 0.837], [-0.200, 3.608, -0.354], [-1.049, 2.417, 0.679], [2.347, 0.315, -0.602], [1.870, -0.209, -2.237], [1.973, 1.515, -1.826], [-2.654, 1.524, -1.222], [-1.662, 2.490, -2.249], [-2.122, 0.756, -2.546], [-2.016, -2.405, 1.546]],
  "mulliken_charge": [-1.0848, 0.6655, -0.4751, 0.3561, -1.0295, 0.4024, -1.2221, -1.0943, -1.2077, -0.2418, -0.5355, 0.2548, 0.3631, 0.3004, 0.2943, 0.1784, 0.5530, 0.3190, 0.3641, 0.3685, 0.3338, 0.2981, 0.3738, 0.3227, 0.3430, 0.4172, 0.3825]
}


3.
{
  "formula": "C8H16N3P",
  "method": "ωB97M-V/def2-TZVPD",
  "charge": 0,
  "symbols": ["C", "C", "C", "C", "C", "C", "C", "C", "N", "N", "N", "P", "H", "H", "H", "H", "H", "H", "H", "H", "H", "H", "H", "H", "H", "H", "H", "H"],
  "coordinates": [[2.317, 0.212, -1.803], [2.738, 1.008, -0.759], [1.553, -0.633, 0.099], [-1.560, 1.686, 0.229], [-1.603, -0.417, -1.486], [-2.856, -0.450, 0.769], [2.296, 1.157, 1.652], [-2.019, 0.290, -0.206], [1.474, -0.777, -1.237], [2.381, 0.426, 0.414], [0.141, -3.003, 0.290], [0.483, -1.587, 1.207], [2.410, 0.312, -2.909], [3.341, 1.904, -0.683], [-0.735, 1.954, -0.389], [-2.377, 2.446, 0.060], [-1.396, 1.839, 1.259], [-0.672, -1.007, -1.238], [-1.308, 0.455, -2.173], [-2.317, -0.942, -1.945], [-3.289, 0.343, 1.419], [-3.806, -0.943, 0.279], [-2.353, -1.459, 1.117], [1.478, 0.725, 2.248], [3.111, 1.187, 2.304], [2.192, 2.177, 1.317], [-0.459, -3.660, 0.571], [0.838, -3.241, -0.407]],
  "mulliken_charge": [-0.6840, -0.1104, 0.3254, -1.5142, -1.1101, -0.9399, -0.8084, 0.7128, -0.5068, 0.1536, -0.3347, -0.1133, 0.3456, 0.4409, 0.3970, 0.3526, 0.4016, 0.1735, 0.2393, 0.5406, 0.3402, 0.2627, 0.1141, 0.2691, 0.2844, 0.3494, 0.1818, 0.2370]
}


Calculated energy (Ha), listed in the same order as above: -799.87144 -713.33309 -819.89852
Calculated max |F| (eV/A), listed in the same order as above: 5.8 5.0 6.5